# 1
{"formula": "C7H31N14O8", "method": "ωB97M-V/def2-TZVPD", "e_lumo_ev": -2.022, "relative_energy_kcal_mol": 91.6, "total_charge": 1, "max_force_ev_per_a": 14.52, "homo_ev": -10.83, "energy_ha": -1653.808558, "orbital_gap_ev": 8.80, "symbols": ["O", "H", "H", "H", "C", "O", "N", "N", "H", "H", "H", "H", "C", "O", "N", "N", "H", "H", "H", "H", "C", "O", "N", "N", "H", "H", "H", "H", "C", "O", "N", "N", "H", "H", "H", "H", "C", "O", "N", "N", "H", "H", "H", "H", "C", "O", "N", "N", "H", "H", "H", "H", "C", "O", "N", "N", "H", "H", "H", "H"], "coordinates": [[-0.0200, -0.4390, 0.6750], [0.6629, -1.1774, 0.7786], [-0.9188, -0.7112, 0.9870], [0.1989, 0.3428, 1.2470], [1.0759, 2.5331, 2.1277], [0.2837, 1.6297, 2.4537], [2.0626, 3.0313, 2.9309], [1.1365, 3.0137, 0.8630], [2.5081, 3.8257, 2.5236], [2.1689, 2.6589, 3.8559], [0.4615, 2.6685, 0.1929], [1.7598, 3.7668, 0.6569], [-1.7751, -3.1155, 0.0614], [-0.7713, -3.1195, 0.7910], [-2.8827, -3.8260, 0.3838], [-1.9148, -2.2348, -0.9616], [-2.6733, -4.6334, 0.9463], [-3.6970, -3.6463, -0.1715], [-1.1411, -1.5764, -1.1171], [-2.6861, -2.2726, -1.6008], [3.4299, 1.0928, -0.9364], [3.7844, -0.0640, -0.7643], [4.2425, 2.1615, -0.6477], [2.1652, 1.4391, -1.2977], [5.1973, 1.9463, -0.4243], [3.9644, 3.1012, -0.8576], [1.9357, 2.4096, -1.4112], [1.4034, 0.7852, -1.1976], [2.5371, -2.8853, 0.2857], [2.1061, -1.9156, 0.9116], [1.7829, -3.6980, -0.4971], [3.8577, -3.2039, 0.2934], [0.7848, -3.5960, -0.3231], [2.1818, -4.5865, -0.7340], [4.2883, -3.9367, -0.2322], [4.4202, -2.5434, 0.8040], [-3.2506, -0.1977, 2.6509], [-2.4369, -0.5177, 1.7728], [-4.5809, -0.4243, 2.4332], [-2.9637, 0.3250, 3.8365], [-5.3166, -0.5192, 3.1063], [-4.8091, -0.4865, 1.4557], [-3.5966, 0.9222, 4.3340], [-1.9783, 0.3971, 4.0504], [0.2920, -0.8873, -3.1250], [0.2660, -0.9020, -1.8843], [0.1634, -2.0049, -3.8613], [0.3091, 0.2458, -3.8631], [0.1053, -2.8786, -3.3676], [0.3272, -1.9820, -4.8502], [0.4473, 1.1474, -3.4387], [-0.1025, 0.3131, -4.7767], [-1.3337, 2.9748, -0.7057], [-0.1085, 3.0180, -0.5637], [-2.0321, 4.0153, -1.2217], [-2.1016, 1.9767, -0.1721], [-3.0333, 4.0124, -1.2215], [-1.4518, 4.7334, -1.6171], [-3.0293, 2.2750, 0.0764], [-1.7051, 1.2193, 0.3572]], "atomic_forces_ev_per_a": [[-0.57, 0.52, 0.21], [0.93, -0.60, -0.01], [-0.03, -0.35, 0.38], [0.39, 0.47, 0.74], [1.95, 0.66, -1.46], [-0.28, -0.56, -0.05], [-1.24, -0.62, 0.16], [5.48, 0.05, 8.90], [0.68, 0.14, 0.80], [0.24, 0.46, 0.14], [1.93, -2.54, 2.81], [0.22, 0.14, 0.01], [-0.07, 1.37, 1.06], [-0.18, -0.44, -0.86], [0.68, -0.01, -0.30], [0.46, 0.05, 0.08], [-0.75, -0.10, -0.01], [-0.32, -0.78, 0.23], [-0.36, -0.47, -0.36], [0.00, 0.01, -0.03], [-0.04, -0.63, 0.93], [0.09, 0.39, -0.28], [0.07, -0.16, -0.16], [-0.12, 0.28, -0.89], [0.02, 0.14, -0.11], [0.21, 0.02, -0.01], [-0.10, -0.15, 0.18], [0.23, -0.29, -0.11], [0.66, -0.36, -0.63], [-0.56, 0.10, 0.08], [-0.63, 0.46, 0.08], [-0.07, 0.84, 0.97], [0.18, -0.35, 0.02], [-0.27, -0.17, -0.05], [-0.08, -0.01, -0.13], [0.25, -0.13, -0.22], [-1.01, -0.85, -0.78], [0.03, 0.50, 0.24], [0.02, 0.27, -1.06], [1.43, 0.24, 0.85], [0.20, 0.21, 0.28], [-0.23, -0.37, 0.15], [-0.16, -0.13, 0.00], [-0.10, 0.21, 0.04], [-0.92, 0.07, 0.76], [0.68, 0.44, -1.01], [-0.05, -0.52, -0.02], [0.19, 1.25, -0.36], [0.13, -0.01, -0.12], [0.07, -0.22, -0.01], [0.10, -0.30, 0.43], [0.13, -0.45, -0.10], [-1.70, -0.13, 1.22], [-8.20, 1.91, -11.84], [0.98, -0.52, 0.02], [-0.01, 0.63, -0.64], [-0.01, 0.30, -0.31], [-0.50, 0.35, -0.08], [-0.10, -0.45, 0.10], [0.07, 0.14, 0.13]], "nbo_charge": [-0.8632, 0.5747, 0.5633, 0.5498, 0.7858, -0.7806, -0.8360, -0.8574, 0.3905, 0.4104, 0.4078, 0.3544, 0.7770, -0.7198, -0.8324, -0.8723, 0.4194, 0.3908, 0.4422, 0.3862, 0.7764, -0.6608, -0.8525, -0.8646, 0.4100, 0.3784, 0.3778, 0.4260, 0.8161, -0.7041, -0.8469, -0.8265, 0.4278, 0.3834, 0.3954, 0.4170, 0.7997, -0.7446, -0.8445, -0.8093, 0.4094, 0.3990, 0.4080, 0.4244, 0.7981, -0.7201, -0.8217, -0.8358, 0.4162, 0.4001, 0.4078, 0.3956, 0.8032, -0.6359, -0.8144, -0.8209, 0.4066, 0.4202, 0.3875, 0.4279]}



# 2
{"formula": "C13H20IN4O3Ru", "method": "ωB97M-V/def2-TZVPD", "e_lumo_ev": [3.789, 3.598], "s_squared": 8.771, "total_charge": -2, "max_force_ev_per_a": 4.18, "homo_ev": [2.59, -3.72], "energy_ha": -1344.442288, "multiplicity": 6, "orbital_gap_ev": [1.20, 7.32], "symbols": ["C", "I", "H", "H", "H", "C", "C", "N", "C", "N", "H", "H", "C", "C", "N", "H", "N", "H", "Ru", "C", "O", "C", "C", "H", "H", "H", "C", "H", "H", "H", "C", "H", "H", "H", "C", "H", "H", "H", "O", "C", "O", "H"], "coordinates": [[1.9153, -0.1569, -3.1118], [-2.1005, 0.1406, -2.3138], [1.0387, -0.6798, -3.7069], [2.7500, -0.8563, -3.1689], [2.1851, 0.6563, -3.8065], [-1.0201, 3.8091, 1.4907], [-2.2363, 3.4163, 1.1420], [-2.0676, 2.2921, 0.3638], [-0.7424, 2.0052, 0.1447], [-0.1170, 2.9520, 0.9428], [-0.8305, 4.5264, 2.2893], [-3.1787, 3.7937, 1.4645], [1.6545, -3.2845, 0.7843], [0.9054, -1.5816, -0.5106], [1.5797, -1.9229, 0.6441], [0.6583, -4.8627, -0.2512], [0.2812, -2.7807, -0.8274], [2.1969, -3.8061, 1.5449], [-0.1333, 0.1355, -0.7032], [1.4368, 0.6763, -1.8401], [2.2627, 1.5647, -1.5538], [0.8211, -3.8053, -0.1012], [-0.6213, -3.0429, -1.9212], [-1.1850, -3.9714, -1.6907], [-0.0483, -3.1732, -2.8618], [-1.3251, -2.1890, -2.0434], [2.1814, -1.0565, 1.6196], [3.1056, -1.5437, 1.9805], [1.5023, -0.8966, 2.4908], [2.4379, -0.1418, 1.0840], [1.2736, 3.1762, 1.2073], [1.5328, 4.2137, 0.9458], [1.8642, 2.5220, 0.5788], [1.4572, 3.0568, 2.2900], [-3.2580, 1.6134, -0.0773], [-3.2393, 0.5916, 0.3222], [-3.2826, 1.6666, -1.1929], [-4.1327, 2.1825, 0.2637], [-0.4939, -2.0061, 2.5822], [-1.3785, -1.3433, 2.0028], [-1.2393, -0.3164, 1.3051], [-2.4102, -1.5735, 2.1992]], "atomic_forces_ev_per_a": [[-2.96, 0.38, -2.28], [0.25, -1.04, -2.36], [1.40, 0.84, 1.51], [0.07, 0.07, 1.15], [0.09, -0.20, 0.16], [0.01, 0.83, 1.43], [0.04, -0.70, -0.11], [0.12, 0.74, -0.15], [-0.54, 1.23, 1.58], [-0.59, -0.48, -1.03], [0.53, -0.11, -0.63], [-0.38, -0.01, -0.13], [-0.15, 0.39, 0.84], [-1.90, -2.35, 2.89], [0.96, -0.42, -1.42], [-0.41, 0.26, -0.29], [1.42, 0.20, -0.59], [0.19, 0.25, 0.29], [0.26, 1.63, 0.95], [3.14, 0.51, -0.37], [-1.87, -1.37, 0.05], [-0.22, -1.11, -0.45], [-0.55, -0.01, -0.84], [0.35, 0.64, -0.18], [-0.42, 0.03, 0.40], [0.59, -1.02, 0.08], [0.48, 0.50, 0.36], [-0.31, 0.33, -0.18], [0.32, -0.03, -0.93], [0.00, 0.23, 0.46], [0.68, 0.24, 0.12], [-0.06, -0.27, -0.02], [0.23, -0.17, 0.10], [0.09, -0.21, -0.49], [-0.60, 0.40, -0.71], [-0.27, 0.29, -0.41], [-0.55, 0.00, 1.53], [0.31, -0.24, 0.28], [-0.76, 0.17, -0.56], [1.50, -0.71, 1.57], [0.63, 0.90, -1.83], [-1.14, -0.62, 0.19]], "nbo_charge": [-0.7694, -1.1792, 0.2140, 0.2231, 0.2239, -0.4062, -0.0975, -0.3585, 0.1774, -0.3619, 0.1934, 0.2144, -0.0539, 0.1950, -0.3357, 0.2149, -0.3530, 0.2158, 0.6486, 0.4136, -0.6360, -0.0755, -0.4814, 0.2071, 0.1998, 0.2484, -0.4579, 0.1865, 0.2634, 0.2217, -0.6860, 0.1926, 0.2363, 0.1875, -0.4499, 0.2358, 0.2223, 0.1997, -0.7477, 0.6550, -0.7932, 0.0524]}



# 3
{"formula": "C14H32N3O10P", "method": "ωB97M-V/def2-TZVPD", "e_lumo_ev": 0.402, "total_charge": 0, "max_force_ev_per_a": 5.69, "homo_ev": -9.46, "energy_ha": -1810.718938, "orbital_gap_ev": 9.86, "symbols": ["C", "C", "O", "C", "O", "C", "O", "C", "O", "O", "C", "O", "C", "C", "N", "N", "N", "H", "H", "H", "H", "H", "H", "H", "H", "H", "H", "H", "H", "H", "H", "H", "H", "H", "O", "P", "O", "C", "C", "O", "C", "C", "O", "C", "C", "H", "H", "H", "H", "H", "H", "H", "H", "H", "H", "H", "H", "H", "H", "H"], "coordinates": [[-4.6663, -3.4141, -3.1075], [-4.0027, -2.8076, -4.3445], [-3.7501, -3.8989, -5.2544], [-2.6558, -2.1289, -4.0743], [-2.5211, -1.6819, -2.7233], [-1.2584, -1.1262, -2.4716], [-0.6310, -1.9962, -1.5441], [-1.5404, -2.0045, -0.5046], [-1.7438, -2.9233, 0.2011], [-2.1370, -0.7790, -0.4488], [-1.5352, 0.0460, -1.4879], [-0.3437, 0.4812, -0.8878], [-2.4681, 1.1476, -1.9221], [-2.0032, 1.9919, -3.1111], [-0.7700, 2.7033, -2.8004], [-3.0105, 3.0379, -3.3853], [-1.8911, 1.2266, -4.3655], [-4.8361, -4.4748, -3.2849], [-5.6541, -2.9766, -2.9726], [-4.0829, -3.3233, -2.1971], [-4.6994, -2.1321, -4.8410], [-3.6933, -3.5216, -6.1379], [-1.8370, -2.7740, -4.4005], [-2.5996, -1.2395, -4.7121], [-0.6814, -0.9257, -3.3636], [-0.6008, 0.7103, 0.0137], [-3.4701, 0.7600, -2.0901], [-2.5570, 1.8508, -1.0891], [-0.0211, 2.0577, -2.5743], [-0.4792, 3.2522, -3.5989], [-3.6420, 3.0690, -2.5925], [-3.5935, 2.7068, -4.1478], [-0.9629, 0.8365, -4.4651], [-2.0007, 1.8490, -5.1580], [4.7824, 0.7494, 2.4479], [3.9305, 0.4880, 3.6244], [2.3862, 0.6298, 3.1510], [1.9722, 0.1573, 1.8715], [1.7400, -1.3422, 1.8734], [4.1008, 1.8658, 4.4976], [5.3058, 2.6322, 4.4174], [5.0740, 3.8941, 3.6138], [3.7418, -0.4280, 4.9095], [2.6566, -0.1826, 5.8269], [1.6602, -1.3352, 5.7871], [2.6897, 0.4317, 1.0972], [1.0380, 0.6703, 1.6392], [2.6288, -1.8758, 2.2185], [1.4852, -1.6909, 0.8716], [0.9191, -1.6041, 2.5424], [6.1156, 2.0432, 3.9882], [5.5909, 2.8869, 5.4401], [4.6547, 3.6613, 2.6353], [6.0064, 4.4437, 3.4749], [4.3609, 4.5430, 4.1245], [2.1680, 0.7637, 5.6178], [3.1051, -0.1015, 6.8157], [1.7271, -1.8825, 4.8501], [0.6412, -0.9714, 5.9169], [1.8581, -2.0450, 6.5910]], "atomic_forces_ev_per_a": [[-0.29, -0.12, -0.15], [0.27, -1.03, 0.30], [-0.15, 0.34, -0.15], [-0.26, 0.87, -0.66], [0.41, 0.18, -1.31], [-0.79, 0.58, 1.34], [-0.23, -0.83, -0.32], [0.60, 0.46, -0.52], [-0.08, -0.07, 0.50], [-0.43, 0.02, 0.20], [0.09, -0.95, 0.55], [0.02, 0.46, -0.80], [0.11, 0.15, 0.41], [0.26, 1.03, -0.96], [0.10, -0.30, 0.58], [-0.16, -0.68, 0.02], [-0.35, -0.57, 0.04], [0.11, -0.03, -0.10], [0.05, 0.11, 0.26], [-0.01, 0.17, 0.02], [0.09, 0.24, 0.12], [0.06, -0.15, -0.07], [-0.06, -0.38, 0.47], [0.04, 0.03, 0.01], [0.37, -0.22, 0.11], [0.18, 0.21, 0.00], [0.11, -0.25, -0.31], [0.09, -0.06, 0.09], [0.00, 0.04, 0.18], [-0.19, 0.12, -0.03], [0.04, 0.42, 0.05], [-0.07, 0.03, 0.01], [0.07, 0.04, 0.08], [0.00, 0.13, 0.06], [0.81, -2.77, 0.37], [-2.32, 5.11, 0.98], [0.44, -0.44, 0.27], [-0.17, -0.26, -0.46], [-0.08, 0.01, 0.16], [-0.09, -0.45, -0.01], [0.01, 0.24, -0.10], [-0.15, 0.09, -0.02], [1.41, -1.45, -1.34], [-0.50, -0.15, 0.26], [0.09, -0.10, 0.26], [0.14, 0.08, 0.16], [0.04, 0.12, 0.16], [0.04, 0.01, -0.12], [0.04, 0.01, -0.01], [-0.01, 0.00, 0.00], [-0.07, -0.05, -0.08], [-0.07, -0.06, 0.03], [0.12, -0.10, -0.03], [0.00, -0.01, 0.02], [0.03, 0.01, 0.03], [0.14, 0.05, -0.24], [0.17, 0.02, -0.09], [-0.06, 0.13, -0.10], [0.00, 0.01, -0.06], [0.02, -0.04, -0.06]], "nbo_charge": [-0.6405, 0.0755, -0.7179, -0.0996, -0.5431, 0.3320, -0.5098, 0.9851, -0.5408, -0.5212, 0.4949, -0.7158, -0.4770, 0.4021, -0.8446, -0.8188, -0.8752, 0.2348, 0.2123, 0.2324, 0.1644, 0.4642, 0.1894, 0.1886, 0.1939, 0.4873, 0.2489, 0.2316, 0.3642, 0.3641, 0.3599, 0.3557, 0.3544, 0.3679, -1.0344, 2.5379, -0.8249, -0.0539, -0.6391, -0.8453, -0.0563, -0.6277, -0.8205, -0.0527, -0.6384, 0.1993, 0.1668, 0.2071, 0.2276, 0.2107, 0.1880, 0.1731, 0.2188, 0.2086, 0.2051, 0.2052, 0.1911, 0.2265, 0.2175, 0.2108]}



# 4
{"formula": "C7H4N4O", "method": "ωB97M-V/def2-TZVPD", "e_lumo_ev": [0.391, -2.885], "relative_energy_kcal_mol": 34.5, "s_squared": 2.027, "total_charge": 0, "max_force_ev_per_a": 3.90, "homo_ev": [-6.39, -9.94], "energy_ha": -563.129862, "multiplicity": 3, "orbital_gap_ev": [6.78, 7.05], "symbols": ["C", "C", "C", "C", "C", "C", "C", "N", "N", "N", "N", "O", "H", "H", "H", "H"], "coordinates": [[1.4650, 1.9578, -0.1530], [0.8121, -1.3834, -0.9449], [-0.3248, -1.3661, 0.0240], [0.6878, 0.8247, -0.3426], [1.6134, -0.1575, -0.7669], [-0.5651, 0.0699, -0.3110], [-2.9153, 0.9830, -0.3280], [2.7274, 1.6255, -0.4410], [2.8213, 0.3698, -0.8018], [-1.7822, 0.7708, 0.1867], [-0.5635, -0.9982, -1.3511], [-3.8534, 0.9943, -1.0092], [1.2008, 2.9477, 0.1621], [1.1733, -2.3177, -1.3445], [-0.8754, -2.1021, 0.5756], [-1.5512, 1.2044, 1.0805]], "atomic_forces_ev_per_a": [[-2.06, -0.33, 0.23], [1.12, -0.83, -0.04], [0.62, 0.48, -0.43], [-0.66, 0.96, 0.37], [0.91, -0.08, 0.05], [-1.02, 1.17, 1.10], [-0.76, 2.04, 3.23], [0.77, 1.46, 0.32], [0.88, -3.03, -1.09], [2.88, -1.52, -0.44], [-0.66, 0.60, -0.20], [-1.78, -0.93, -3.06], [-0.02, 0.16, 0.04], [-0.01, 0.02, -0.09], [0.01, -0.13, 0.26], [-0.22, -0.05, -0.24]], "nbo_charge": [-0.1335, -0.1200, -0.0913, -0.0563, 0.2298, 0.1994, 0.6151, -0.0933, -0.3033, -0.6323, -0.2553, -0.4955, 0.2232, 0.2542, 0.2531, 0.4059]}